# 1
Below is H22NeO11 as an isolated structure, with properties calculated with ωB97M-V/def2-TZVPD.

Values from the calculation:
- HOMO-LUMO gap (eV) = 10.279
- 2S+1 = 1
- E_tot (eV) = -26389.258
- HOMO (Eh) = -0.37553

Positions of all 34 atoms, in Å:
Ne (0.482953, 0.122457, -0.332977)
O (-2.592177, -0.850403, 2.984803)
H (-2.924027, -1.365143, 2.249173)
H (-1.658447, -0.745253, 2.802283)
O (0.282943, -1.526283, 2.977183)
H (0.419923, -2.283933, 3.545893)
H (1.002303, -0.932243, 3.191373)
O (1.797673, -2.980013, 0.733343)
H (1.286353, -3.640013, 0.265193)
H (1.216333, -2.675963, 1.430363)
O (3.620303, -1.104113, -0.336597)
H (2.839493, -1.584243, -0.060847)
H (3.526233, -1.017503, -1.285217)
O (-0.054327, -0.671743, -2.999317)
H (0.872853, -0.799663, -3.199817)
H (-0.498607, -0.777663, -3.840517)
O (-0.995627, 2.075347, -2.622867)
H (-1.601347, 1.866877, -1.911617)
H (-0.633807, 1.229057, -2.885757)
O (-2.369737, -2.141653, -1.889857)
H (-1.534627, -1.761593, -1.617147)
H (-2.934577, -1.386653, -2.054707)
O (0.976323, 3.799317, -2.912467)
H (0.298153, 3.197397, -2.605847)
H (0.495713, 4.489977, -3.368817)
O (-0.699437, 1.949147, 1.955633)
H (-1.283377, 1.457887, 2.533473)
H (-0.631697, 2.813457, 2.361363)
O (-2.106247, 1.177757, -0.326167)
H (-1.728657, 1.455007, 0.508573)
H (-3.026377, 1.004167, -0.127487)
O (2.455963, 0.449377, 2.555873)
H (2.329493, 0.987467, 1.774403)
H (3.370093, 0.169387, 2.509103)

Cartesian forces (eV/Å) of the 6 atoms listed first:
Ne 0.087 -0.018 0.052
O -0.402 0.440 0.126
H -0.101 -0.143 -0.196
H 0.619 -0.388 0.055
O -0.291 -0.370 -0.299
H -0.187 -0.210 0.322

Need the natural (NBO) charges? In units of e they are: Ne -0.001; O -0.959; H 0.471; H 0.485; O -0.979; H 0.477; H 0.510; O -0.964; H 0.476; H 0.493; O -0.964; H 0.493; H 0.458; O -0.952; H 0.482; H 0.483; O -0.990; H 0.501; H 0.487; O -0.950; H 0.485; H 0.464; O -0.979; H 0.492; H 0.457; O -0.950; H 0.482; H 0.487; O -0.975; H 0.502; H 0.471; O -0.967; H 0.490; H 0.483



# 2
Below is H22NeO11 as an isolated structure, with properties calculated with ωB97M-V/def2-TZVPD.

Values from the calculation:
- HOMO-LUMO gap (eV) = 10.437
- 2S+1 = 1
- E_tot (eV) = -26388.686
- HOMO (Eh) = -0.39007

Positions of all 34 atoms, in Å:
Ne (-0.168664, 0.176232, 0.479384)
O (-1.642415, -0.581628, -2.169301)
H (-2.096416, -1.079011, -1.489065)
H (-0.724337, -0.837921, -2.081645)
O (2.888959, -1.604532, 0.659363)
H (2.064946, -1.445639, 0.198941)
H (3.139211, -2.492436, 0.404002)
O (1.063132, -1.146446, -1.724709)
H (1.748645, -1.777878, -1.942894)
H (1.466492, -0.291940, -1.877528)
O (-3.136178, 1.916302, -1.283751)
H (-2.441161, 1.266990, -1.391314)
H (-3.363490, 1.872908, -0.354937)
O (1.673101, 3.952375, -0.704890)
H (2.466386, 4.487224, -0.734253)
H (1.646509, 3.611402, 0.189124)
O (0.198457, -3.464452, 0.170812)
H (-0.394568, -2.926687, -0.353933)
H (-0.372520, -3.911867, 0.795337)
O (-1.617899, 1.200121, 2.880880)
H (-2.332149, 1.496977, 2.316997)
H (-1.725085, 0.249908, 2.923789)
O (2.440944, 2.651907, 1.926356)
H (3.163218, 2.044171, 1.767572)
H (2.856253, 3.513467, 1.964633)
O (2.448700, 1.626296, -2.214758)
H (3.245962, 2.123730, -2.032608)
H (1.744254, 2.157738, -1.843886)
O (-1.894353, -1.560450, 2.639422)
H (-1.256995, -2.218723, 2.916326)
H (-2.310961, -1.940261, 1.865847)
O (-2.660221, -2.244408, -0.369508)
H (-2.579502, -2.935942, -1.026394)
H (-3.538256, -1.887527, -0.503412)

Cartesian forces (eV/Å) of the 6 atoms listed first:
Ne 0.013 0.023 0.025
O -0.433 0.678 -0.605
H 0.154 0.032 0.202
H 0.608 -0.082 -0.026
O 0.452 0.212 0.192
H -0.465 0.050 -0.119

Need the natural (NBO) charges? In units of e they are: Ne -0.001; O -0.994; H 0.463; H 0.491; O -0.953; H 0.485; H 0.464; O -0.982; H 0.485; H 0.512; O -0.949; H 0.489; H 0.453; O -0.959; H 0.464; H 0.493; O -0.938; H 0.474; H 0.465; O -0.955; H 0.451; H 0.489; O -0.935; H 0.481; H 0.462; O -0.974; H 0.475; H 0.499; O -0.954; H 0.481; H 0.486; O -0.954; H 0.491; H 0.495



# 3
Below is a 11-piece molecular cluster, H22O11 overall, with properties calculated with ωB97M-V/def2-TZVPD.

Values from the calculation:
- HOMO-LUMO gap (eV) = 10.877
- 2S+1 = 1
- E_tot (eV) = -22878.167
- HOMO (Eh) = -0.39936

Positions of all 33 atoms, in Å:
H (-0.480087, -1.187314, 0.093724)
H (0.686982, -0.535979, 0.817432)
H (-4.512693, 1.353173, 0.791943)
H (-3.070578, 0.875431, 0.746016)
H (1.005085, -1.931798, -1.703258)
H (1.820893, -3.112362, -1.202491)
H (-0.292965, 4.305140, -2.002374)
H (-0.607187, 2.849119, -2.304548)
H (2.001264, 1.058448, -2.456922)
H (1.647018, 2.514198, -2.201300)
H (-4.429573, -2.799568, -0.247287)
H (-3.347341, -2.943668, -1.304667)
H (4.736668, 0.983984, 0.415088)
H (3.347352, 0.482484, 0.056843)
H (-4.280778, 1.261349, 2.501072)
H (-3.657723, -0.119414, 2.377215)
H (-2.070894, -0.479206, -0.436444)
H (-3.279414, -1.396180, -0.343278)
H (2.042191, 2.189959, 1.598883)
H (2.880439, 1.636540, 2.739544)
H (5.537590, -2.104172, 0.814265)
H (4.052354, -2.418255, 0.888192)
O (0.227252, -0.544324, -0.029662)
O (-3.912586, 0.795848, 0.283761)
O (1.893052, -2.175877, -1.418775)
O (-0.986823, 3.733854, -2.350486)
O (1.926806, 1.709663, -1.750265)
O (-3.901837, -3.460574, -0.709408)
O (3.889479, 0.746658, 0.808708)
O (-3.429246, 0.809907, 2.491895)
O (-2.347779, -1.339977, -0.102681)
O (2.020394, 2.027548, 2.548692)
O (4.892689, -2.784649, 0.590564)

Cartesian forces (eV/Å) of the 6 atoms listed first:
H 0.119 -0.192 0.170
H 0.066 0.122 -0.091
H 0.294 -0.072 -0.749
H -0.361 0.195 0.063
H 0.117 0.167 0.277
H 0.151 0.039 -0.083

Need the natural (NBO) charges? In units of e they are: H 0.481; H 0.482; H 0.457; H 0.497; H 0.475; H 0.469; H 0.465; H 0.468; H 0.478; H 0.464; H 0.452; H 0.470; H 0.473; H 0.491; H 0.456; H 0.483; H 0.484; H 0.479; H 0.474; H 0.478; H 0.467; H 0.474; O -0.967; O -0.970; O -0.944; O -0.932; O -0.943; O -0.917; O -0.965; O -0.924; O -0.964; O -0.952; O -0.940



# 4
Below is a 11-piece molecular cluster, H22O11 overall, with properties calculated with ωB97M-V/def2-TZVPD.

Values from the calculation:
- HOMO-LUMO gap (eV) = 8.593
- 2S+1 = 1
- E_tot (eV) = -22879.704
- HOMO (Eh) = -0.34192

Positions of all 33 atoms, in Å:
O (-11.284450, -7.690984, -15.847415)
H (-11.196804, -8.628568, -15.646464)
H (-11.522865, -7.283141, -14.998014)
O (-12.136455, -7.256893, -13.266891)
H (-12.810337, -7.896442, -13.535428)
H (-12.097648, -7.331306, -12.309641)
O (-8.389713, -0.396907, -12.788314)
H (-8.999258, 0.286951, -12.490113)
H (-8.451047, -1.070973, -12.085770)
O (-11.981882, -1.075675, -12.619256)
H (-11.790091, -1.464637, -13.486110)
H (-12.438335, -1.769622, -12.137631)
O (-11.023118, -3.642027, -9.924429)
H (-11.865293, -3.171326, -9.884542)
H (-11.185581, -4.475832, -9.473703)
O (-8.429007, -4.452551, -16.578930)
H (-8.317890, -5.354696, -16.218521)
H (-9.379143, -4.301604, -16.588631)
O (-8.784096, -6.834718, -15.119502)
H (-9.737732, -6.712916, -15.247768)
H (-8.663317, -6.904973, -14.163332)
O (-8.184583, -2.157847, -14.987169)
H (-7.900855, -2.979236, -15.437557)
H (-8.914662, -2.433076, -14.420950)
O (-8.028005, -4.744804, -11.513115)
H (-7.329744, -4.551463, -12.148380)
H (-8.231739, -3.878496, -11.096819)
O (-10.605339, -3.370484, -13.882446)
H (-10.563155, -3.233507, -12.930664)
H (-11.011473, -4.238915, -13.980988)
O (-8.674531, -2.200267, -10.604253)
H (-9.577536, -2.471342, -10.363839)
H (-8.253204, -2.020895, -9.754230)

Cartesian forces (eV/Å) of the 6 atoms listed first:
O -0.445 0.279 0.085
H 0.186 0.056 -0.062
H -0.070 -0.323 -0.236
O -0.351 -0.145 0.078
H 0.020 0.149 0.097
H 0.144 0.052 0.066

Need the natural (NBO) charges? In units of e they are: O -0.953; H 0.476; H 0.479; O -0.962; H 0.485; H 0.491; O -0.948; H 0.456; H 0.480; O -0.944; H 0.494; H 0.450; O -0.959; H 0.480; H 0.491; O -0.968; H 0.499; H 0.467; O -0.961; H 0.483; H 0.478; O -0.974; H 0.483; H 0.471; O -0.989; H 0.475; H 0.488; O -0.952; H 0.481; H 0.477; O -0.968; H 0.505; H 0.489



# 5
Below is a 11-piece molecular cluster, H22O11 overall, with properties calculated with ωB97M-V/def2-TZVPD.

Values from the calculation:
- HOMO-LUMO gap (eV) = 9.944
- 2S+1 = 1
- E_tot (eV) = -22877.647
- HOMO (Eh) = -0.35700

Positions of all 33 atoms, in Å:
H (-0.674353, 1.008267, 0.218452)
H (0.400051, -0.050871, 0.402630)
H (0.186928, -4.065084, 0.973585)
H (-0.039265, -4.912188, -0.267903)
H (0.648178, 3.682365, -0.185091)
H (1.529282, 2.551325, -0.689517)
H (-2.136564, 0.004246, 3.671479)
H (-1.701763, -1.090003, 4.632526)
H (-1.393153, 4.110590, -2.891602)
H (-2.048919, 3.557344, -1.637038)
H (3.875354, -1.091526, 3.175829)
H (2.819395, -2.165616, 3.379105)
H (-2.279978, 0.219318, -2.495991)
H (-2.409720, -1.005751, -3.386167)
H (0.645601, -1.282841, -2.285538)
H (0.667318, -2.802470, -2.268243)
H (-0.546798, 1.591077, 3.284003)
H (0.915367, 1.507205, 2.877701)
H (-1.081925, 2.149072, -5.155445)
H (-0.238749, 1.389521, -4.144415)
H (2.187405, -1.728698, 0.325258)
H (1.512326, -3.087331, 0.233446)
O (0.281995, 0.894462, 0.256352)
O (0.128612, -4.005708, 0.013343)
O (0.864118, 2.757110, -0.023034)
O (-2.325358, -0.360495, 4.543438)
O (-1.502542, 4.286926, -1.950365)
O (2.923016, -1.215013, 3.258249)
O (-2.034054, -0.711119, -2.548876)
O (1.032122, -2.042507, -2.735537)
O (0.125927, 0.966013, 2.991212)
O (-1.070371, 1.868559, -4.233398)
O (1.472032, -2.249224, 0.707728)

Cartesian forces (eV/Å) of the 6 atoms listed first:
H 0.206 0.057 0.069
H -0.288 -0.487 0.293
H -0.233 0.169 0.070
H -0.100 -0.030 -0.049
H 0.173 0.416 -0.186
H -0.182 -0.111 0.097

Need the natural (NBO) charges? In units of e they are: H 0.461; H 0.465; H 0.487; H 0.475; H 0.456; H 0.466; H 0.470; H 0.472; H 0.477; H 0.468; H 0.461; H 0.468; H 0.474; H 0.471; H 0.483; H 0.473; H 0.458; H 0.482; H 0.473; H 0.483; H 0.471; H 0.481; O -0.929; O -0.941; O -0.921; O -0.942; O -0.945; O -0.928; O -0.945; O -0.956; O -0.941; O -0.956; O -0.973



# 6
Below is a 11-piece molecular cluster, H22O11 overall, with properties calculated with ωB97M-V/def2-TZVPD.

Values from the calculation:
- HOMO-LUMO gap (eV) = 10.514
- 2S+1 = 1
- E_tot (eV) = -22876.854
- HOMO (Eh) = -0.39205

Positions of all 33 atoms, in Å:
H (-0.419805, -0.848027, -0.633382)
H (-0.520090, 0.651927, -0.409506)
H (-0.588082, -3.344704, -2.653689)
H (-0.078372, -2.519660, -1.483417)
H (-3.488493, -2.802991, 0.495309)
H (-3.153135, -1.901293, 1.671965)
H (2.372343, -3.936834, -1.285885)
H (1.141788, -4.795947, -1.526095)
H (0.125653, 2.845652, 1.147537)
H (-1.197327, 2.475171, 1.797544)
H (2.955065, -0.456073, -2.442038)
H (2.391007, 0.795147, -1.789101)
H (-1.068695, -1.584833, 3.564706)
H (-1.707521, -1.150670, 2.255719)
H (0.035498, 1.205879, -3.642168)
H (0.640862, -0.132996, -3.253595)
H (2.867640, 3.154490, 2.523217)
H (1.451711, 2.734956, 2.163802)
H (-0.193434, 3.474560, -1.526892)
H (-1.570590, 2.884675, -1.270923)
H (0.128603, 1.680737, 3.644843)
H (-0.008900, 0.492838, 2.706742)
O (-0.475566, -0.010904, -1.107834)
O (-0.771812, -3.142238, -1.729438)
O (-3.768924, -1.993068, 0.936185)
O (1.931017, -4.459224, -1.965098)
O (-0.827221, 2.886828, 1.008526)
O (2.989244, 0.057056, -1.626857)
O (-1.156426, -0.826115, 2.976793)
O (0.292579, 0.682085, -2.875004)
O (2.353169, 2.398333, 2.219022)
O (-1.094427, 3.722449, -1.290772)
O (0.513900, 0.819547, 3.447642)

Cartesian forces (eV/Å) of the 6 atoms listed first:
H -0.323 0.139 0.420
H 0.035 0.114 0.149
H 0.009 0.017 0.058
H 0.040 -0.175 -0.216
H -0.024 0.042 -0.110
H -0.444 -0.160 -0.048

Need the natural (NBO) charges? In units of e they are: H 0.446; H 0.474; H 0.480; H 0.464; H 0.477; H 0.440; H 0.470; H 0.477; H 0.454; H 0.463; H 0.457; H 0.485; H 0.490; H 0.453; H 0.463; H 0.463; H 0.468; H 0.435; H 0.460; H 0.471; H 0.443; H 0.476; O -0.921; O -0.944; O -0.916; O -0.947; O -0.917; O -0.942; O -0.933; O -0.926; O -0.905; O -0.928; O -0.928